# 1
This record from the Open Molecules 2025 dataset describes C4H7NOS as an isolated structure in a non-equilibrium geometry. The level of theory is ωB97M-V with the def2-TZVPD basis set.

Lowest unoccupied orbital energy = -0.0078 Ha

```
14
Properties=species:S:1:pos:R:3:forces:R:3
C -2.208815 0.916752 -0.157399 -0.152 -0.939 1.017
C -0.670618 0.681327 -0.458190 -1.640 1.037 0.885
C 1.402519 -0.960727 0.055305 -2.359 -0.778 0.712
C 2.444463 -0.226805 -0.193285 2.690 2.784 -2.495
H -2.991163 0.479010 -1.224797 2.541 1.768 3.669
H -2.361641 0.034330 0.901980 -0.168 3.244 -3.385
H -2.162977 2.354236 0.193721 -0.695 -4.935 -1.347
H -0.123052 -1.508486 1.691373 -3.820 0.084 -4.503
H 1.579412 -2.028711 0.507874 -1.376 2.015 -1.369
H 3.504152 -0.675082 -0.395701 -2.112 0.718 1.166
H 2.276329 0.891633 -0.539122 0.508 -2.655 0.738
N -0.075255 -0.415064 -0.065107 1.854 -5.204 2.169
O -0.872104 -1.451671 0.640994 4.278 1.152 3.873
S 0.258749 1.909258 -0.957646 0.452 1.709 -1.130
```
Positions in Å, forces in eV/Å.

# 2
This record from the Open Molecules 2025 dataset describes an isolated molecule of C6H11N in a non-equilibrium geometry. The level of theory is ωB97M-V with the def2-TZVPD basis set.

Lowest unoccupied orbital energy = 0.0364 Ha
SMILES = C=C(/C=C/C)NC

```
18
Properties=species:S:1:pos:R:3:forces:R:3
C 0.108100 -0.644956 1.892840 0.288 0.215 -0.031
C 0.509585 -0.146729 0.714877 -0.497 0.957 -0.029
C -0.429857 0.421685 -0.284498 0.666 -0.821 0.206
C -1.744807 0.558745 -0.123785 0.023 -1.041 -0.522
C -2.708970 0.418495 -1.267405 -0.616 1.320 0.254
N 1.849739 0.019354 0.364421 0.734 0.296 0.486
C 2.370606 -0.451111 -0.923690 -0.400 0.065 0.517
H -0.927045 -0.876957 2.076275 -0.103 0.315 0.176
H 0.819932 -0.717176 2.705374 0.015 -0.589 -0.025
H 0.090886 0.639985 -1.212542 -0.600 -0.228 -0.411
H -2.167560 0.447003 0.865360 0.016 -0.013 0.162
H -3.472762 -0.317541 -1.010590 0.315 -0.371 -0.069
H -2.210183 0.169746 -2.195731 0.003 -0.128 -0.107
H -3.323720 1.313215 -1.428295 0.216 0.133 -0.079
H 2.472479 -0.251835 1.109222 -0.147 -0.076 0.068
H 2.412928 0.360552 -1.648398 -0.076 -0.134 -0.201
H 3.380761 -0.806858 -0.745911 0.130 0.015 -0.131
H 1.782647 -1.297406 -1.287760 0.034 0.085 -0.265
```
Positions in Å, forces in eV/Å.

# 3
This record from the Open Molecules 2025 dataset describes a 6-piece molecular cluster, C20H41FNO6S overall in a non-equilibrium geometry. The level of theory is ωB97M-V with the def2-TZVPD basis set.

Lowest unoccupied orbital energy = -0.1217 Ha
Charge = +1

```
70
Properties=species:S:1:pos:R:3:forces:R:3
C 3.511215 1.500650 0.742922 0.709 -0.066 0.319
C 2.367148 0.500686 1.213763 -0.840 1.503 4.586
O 1.967937 0.605088 2.405316 1.048 -0.485 -4.544
N 1.750405 -0.577521 0.404591 0.765 0.708 -0.554
C 2.652717 -0.905985 -0.751064 1.171 -0.282 -0.563
S 0.219595 -0.116722 -0.258042 -0.773 0.043 -0.290
C -0.970810 0.445922 1.046526 -1.343 1.117 1.028
C -1.349200 1.976235 0.665946 0.198 -0.654 -0.246
F -0.128178 2.718294 0.402631 -1.881 -1.267 0.419
H 3.131351 2.411363 0.167227 0.130 -1.459 0.679
H 3.997760 1.901364 1.707350 -1.022 -0.737 -1.454
H 4.353458 1.024026 0.144139 -1.299 0.510 0.641
H 2.338823 -1.889344 -1.227639 0.351 1.409 0.473
H 2.735782 -0.037032 -1.497370 -0.257 -1.429 0.846
H 3.703454 -1.061369 -0.305142 -1.759 0.065 -0.694
H -0.335390 -1.326780 -0.723475 0.560 0.730 1.029
H -1.964014 -0.141002 1.006174 1.785 0.532 -0.309
H -0.566154 0.381405 2.107759 0.025 -0.113 -1.602
H -2.001391 1.926564 -0.281419 1.197 0.517 1.381
H -1.921559 2.471499 1.527023 0.950 -0.677 -1.323
C -1.548696 6.411270 1.892900 0.029 -0.227 -0.399
C -2.777560 5.666272 2.341722 -0.274 -0.317 -0.213
O -3.285176 4.804541 1.643992 0.304 0.149 0.247
C -3.354469 6.026264 3.683940 -0.323 -0.339 -0.131
H -1.244295 6.048317 0.908830 -0.049 0.043 0.115
H -1.767121 7.478592 1.820094 0.127 -0.008 0.186
H -0.732063 6.239745 2.597359 -0.056 0.220 0.063
H -3.653010 7.076530 3.690490 0.173 0.005 0.143
H -2.617851 5.837397 4.467732 0.005 0.235 0.004
H -4.235966 5.411159 3.876603 0.098 0.116 0.023
C 6.689343 -2.763768 -1.885093 -0.333 -0.075 0.173
C 6.018697 -2.076101 -3.042924 -0.450 -0.250 -0.075
O 4.850431 -2.291151 -3.318499 0.305 0.250 0.210
C 6.846275 -1.111190 -3.848897 -0.343 0.072 -0.291
H 5.975233 -3.429329 -1.396549 0.123 0.024 -0.131
H 7.531430 -3.357895 -2.243447 0.023 0.118 0.101
H 7.030318 -2.021767 -1.158629 0.212 0.002 -0.098
H 7.696004 -1.632605 -4.294059 0.098 0.110 0.168
H 7.194875 -0.296686 -3.210327 0.208 -0.115 -0.024
H 6.234702 -0.690842 -4.650080 0.069 -0.066 0.101
C -6.930654 3.236583 3.970669 0.364 -0.049 0.104
C -7.338150 4.521106 4.643062 0.386 0.417 0.434
O -6.562306 5.139636 5.346600 -0.269 -0.298 -0.365
C -8.742939 5.009606 4.410332 0.031 0.311 0.219
H -5.894213 3.007004 4.227055 -0.126 0.055 -0.014
H -7.566282 2.418389 4.315969 -0.080 0.028 -0.193
H -7.007663 3.343769 2.886534 -0.162 -0.120 0.033
H -9.458942 4.270107 4.775070 -0.031 -0.023 -0.215
H -8.900446 5.195329 3.345750 -0.122 -0.181 0.022
H -8.896136 5.943331 4.954996 0.048 -0.131 -0.063
C 6.078909 -7.296398 -4.806277 0.393 0.013 0.161
C 5.668286 -6.006479 -4.147854 0.401 0.273 0.329
O 6.441865 -5.380439 -3.446439 -0.319 -0.246 -0.315
C 4.264187 -5.520644 -4.390397 -0.010 0.362 0.278
H 7.114238 -7.523127 -4.543897 -0.136 0.045 -0.024
H 5.442420 -8.111669 -4.455938 -0.078 0.023 -0.207
H 6.005986 -7.199479 -5.891534 -0.176 -0.131 0.039
H 3.547296 -6.257554 -4.021496 -0.009 -0.072 -0.237
H 4.110755 -5.344992 -5.457253 -0.116 -0.187 0.022
H 4.108655 -4.581526 -3.855028 0.071 -0.097 -0.089
C -3.182999 -4.072761 -0.951337 0.374 0.236 -0.136
C -3.632939 -2.705074 -0.515424 0.137 0.206 -0.073
O -2.935812 -1.718730 -0.699293 0.118 -0.170 0.212
C -4.974714 -2.598435 0.155466 0.112 0.483 0.011
H -2.199096 -3.998731 -1.419454 -0.130 -0.021 0.036
H -3.109673 -4.733370 -0.085007 -0.200 -0.077 -0.095
H -3.886823 -4.480881 -1.679341 -0.042 -0.117 0.181
H -4.980579 -3.193787 1.070785 -0.118 -0.144 -0.142
H -5.757835 -2.941365 -0.523557 0.015 -0.169 0.144
H -5.168447 -1.555512 0.414863 0.015 -0.132 -0.049
```
Positions in Å, forces in eV/Å.

# 4
This record from the Open Molecules 2025 dataset describes a 2-piece molecular cluster, C2H7N2O2 overall in a non-equilibrium geometry. The level of theory is ωB97M-V with the def2-TZVPD basis set.

Lowest unoccupied orbital energy = 0.1558 Ha
Charge = -1

```
13
Properties=species:S:1:pos:R:3:forces:R:3
N 0.991732 0.415539 0.488990 0.715 -0.791 0.759
C 0.201487 -0.184131 1.584693 -1.357 1.133 -1.041
N 0.259105 -1.608205 1.777924 1.720 -1.007 -0.070
H 0.538590 1.291325 0.264915 0.083 0.273 -0.091
H 0.785677 -0.112879 -0.361003 -0.171 0.119 -0.033
H -0.831730 0.081097 1.337100 -0.357 -0.349 0.366
H 0.396202 0.306421 2.545948 0.371 -0.126 -0.153
H 1.252123 -1.840338 1.906044 -0.216 0.186 0.533
H 0.115630 -2.169728 0.938438 -0.758 0.702 -0.234
O -0.724200 2.219294 -2.491883 0.345 0.759 0.482
C -0.910667 1.018671 -2.602986 -0.401 -3.172 -0.217
O -0.567906 -0.015161 -1.922944 0.253 1.446 0.149
H -1.506039 0.598092 -3.465242 -0.226 0.826 -0.449
```
Positions in Å, forces in eV/Å.

# 5
This record from the Open Molecules 2025 dataset describes a 2-piece molecular cluster, C3H10NP overall in a non-equilibrium geometry. The level of theory is ωB97M-V with the def2-TZVPD basis set.

Lowest unoccupied orbital energy (spin up / spin down) = 0.0078 / -0.0003 Ha

```
15
Properties=species:S:1:pos:R:3:forces:R:3
C -1.127722 -0.127251 1.642353 -0.184 -0.009 -0.146
C 1.635060 0.229554 -1.450096 0.192 0.049 0.113
C 0.263047 -0.356425 1.246557 0.590 -0.120 -2.562
N 0.417803 -0.435240 -1.080415 -0.003 -0.366 3.043
P -1.013186 0.089162 -1.676738 -0.483 0.253 -0.779
H -1.164154 0.392897 2.602857 -0.020 -0.008 0.038
H -1.625226 0.540667 0.919553 0.021 -0.046 0.105
H -1.693627 -1.053693 1.705204 -0.063 0.038 0.030
H 1.711689 1.266025 -1.098818 0.048 0.032 0.016
H 2.477884 -0.343394 -1.057469 0.077 0.142 -0.062
H 1.711635 0.245806 -2.541610 0.086 0.004 -0.035
H 0.962898 0.457386 1.357261 0.121 0.073 -0.001
H 0.683966 -1.345576 1.293115 0.080 -0.090 0.127
H -1.402927 1.222085 -0.899230 -0.073 0.227 0.058
H -1.837140 -0.782002 -0.962524 -0.390 -0.179 0.055
```
Positions in Å, forces in eV/Å.

# 6
This record from the Open Molecules 2025 dataset describes a 2-piece molecular cluster, CH4N3P overall in a non-equilibrium geometry. The level of theory is ωB97M-V with the def2-TZVPD basis set.

Lowest unoccupied orbital energy = 0.0059 Ha

```
9
Properties=species:S:1:pos:R:3:forces:R:3
C 0.235373 -1.077583 -0.088245 3.498 -1.048 -1.003
N -0.734913 -1.149597 1.014511 0.170 -1.740 -0.951
N -1.407073 -0.137783 1.158694 -0.791 0.132 1.694
N -0.945022 0.931776 0.553505 -3.077 6.492 -1.811
P 0.104170 0.701252 -0.813210 -0.714 -1.502 -0.570
H 1.385786 -1.284727 0.301497 -2.992 0.520 -0.785
H 0.083245 -1.916399 -0.903328 -0.117 1.666 1.831
H -1.840822 2.033033 0.383432 3.225 -4.735 0.905
H 1.265159 1.255767 -0.326118 0.797 0.214 0.691
```
Positions in Å, forces in eV/Å.

These records have electronic energy values of -18625.3272; -7888.6272; -48723.4483; -9263.8397; -14048.4942; -14856.5167 eV, in the order they appear.
These records have energy relative to the best compared isomer or geometry (same formula, charge and spin) values of 889.83; 183.73; 200.32; 82.60; 360.36; 408.10 kJ/mol, in the order they appear.